1.
The following is a DFT calculation (wB97M-V/def2-TZVPD) of a structure of composition C25H28IrN2OP2S.

```
60
Properties=species:S:1:pos:R:3:forces:R:3:lowdin_charge:R:1
Ir 0.1121 -0.3181 0.5686 -1.354 0.428 -2.461 0.774
C 3.7180 0.2033 -0.4612 -0.638 -0.206 -0.150 -0.215
P 2.5342 0.0136 0.9291 -0.796 -0.367 0.830 0.780
C 3.4516 -1.1746 1.9782 -0.517 0.025 -0.129 -0.226
C 2.7221 1.6341 1.7534 -0.356 0.017 0.015 -0.401
C 3.8046 1.9132 2.5785 -0.015 -0.131 -0.154 -0.073
C 3.9174 3.1413 3.2054 -0.025 0.114 -0.012 -0.050
C 2.9431 4.1063 3.0095 0.064 -0.028 0.100 -0.048
C 1.8507 3.8329 2.2049 -0.111 -0.078 -0.187 -0.069
C 1.7275 2.6051 1.5646 -0.005 -0.204 0.170 -0.384
P 0.2644 2.1728 0.5553 0.543 -0.567 0.638 0.830
C -0.9803 3.4542 0.9482 -0.192 -0.713 0.128 -0.221
C 0.7671 2.7387 -1.1189 -0.238 -0.495 0.019 -0.217
H 4.7124 0.4110 -0.0669 -0.066 -0.032 0.101 0.062
H 3.4223 1.0209 -1.1141 0.001 0.016 -0.038 0.033
H 3.7319 -0.7188 -1.0383 0.117 -0.048 -0.109 0.046
H 4.4940 -0.8905 2.1107 -0.033 0.050 -0.034 0.048
H 3.4143 -2.1385 1.4716 0.015 -0.077 0.020 0.048
H 2.9537 -1.2780 2.9437 0.035 0.023 -0.040 0.054
H 4.5576 1.1610 2.7527 0.122 -0.051 0.029 0.101
H 4.7585 3.3364 3.8535 0.053 0.033 0.041 0.116
H 3.0195 5.0629 3.5033 0.004 0.076 0.044 0.116
H 1.0743 4.5726 2.0918 -0.018 0.151 0.015 0.098
H -0.6191 4.4524 0.6992 0.102 -0.139 -0.061 0.056
H -1.2541 3.4069 2.0008 -0.028 -0.009 0.013 0.061
H -1.8627 3.2338 0.3472 -0.047 0.035 0.028 0.055
H 1.1472 3.7593 -1.0858 -0.023 -0.015 0.169 0.065
H -0.1013 2.7005 -1.7727 -0.091 -0.006 -0.087 0.056
H 1.5281 2.0888 -1.5417 0.077 -0.038 -0.029 0.023
O -1.8860 -0.1451 -0.3965 3.156 1.308 0.977 -0.215
C -2.8192 -0.9981 -0.2767 -1.781 -2.061 0.299 -0.415
C -4.1698 -0.5421 -0.2506 0.698 -0.009 -0.021 -0.002
C -5.2166 -1.3977 -0.0615 0.040 -0.266 0.033 -0.070
C -4.9870 -2.7651 0.1267 0.078 -0.137 -0.034 -0.079
C -3.7032 -3.2594 0.0525 -0.380 0.077 0.022 -0.043
C -2.6068 -2.4239 -0.1802 -0.302 1.103 0.012 -0.136
C -1.2977 -2.9712 -0.4085 -0.354 -0.195 -0.018 -0.292
N -0.1450 -2.2999 -0.4759 -0.097 1.233 1.569 -0.048
C 0.8237 -3.1992 -0.7842 0.529 -1.008 -0.199 -0.140
C 0.2695 -4.4379 -0.9245 0.893 0.428 0.022 -0.059
N -1.0589 -4.2850 -0.6758 -0.267 0.612 0.091 0.136
H -4.3247 0.5198 -0.3577 -0.020 0.138 -0.027 0.113
H -6.2267 -1.0186 -0.0392 -0.096 0.059 0.035 0.110
H -5.8190 -3.4236 0.3272 0.016 -0.086 -0.018 0.105
H -3.5519 -4.3186 0.2016 0.020 -0.142 0.009 0.106
H 1.8474 -2.9045 -0.9036 0.155 -0.024 -0.016 0.094
H 0.7157 -5.3798 -1.1711 0.019 -0.138 -0.054 0.120
H -1.7429 -5.0225 -0.6999 -0.080 0.159 -0.077 0.161
S -0.9846 -1.4314 2.5121 0.847 0.754 -1.751 0.743
C -0.6188 -0.7080 4.0529 0.348 0.421 0.185 -0.657
C -1.4164 -1.0408 5.1515 0.111 0.028 -0.459 -0.118
C -1.1132 -0.5234 6.3953 0.185 0.052 0.045 -0.078
C -0.0215 0.3194 6.5524 0.045 0.080 0.059 -0.086
C 0.7562 0.6718 5.4572 -0.137 -0.019 0.284 -0.083
C 0.4579 0.1639 4.2098 -0.096 -0.182 -0.194 -0.142
H -2.2595 -1.6989 5.0053 -0.122 -0.063 0.081 0.103
H -1.7252 -0.7794 7.2476 -0.038 -0.029 0.046 0.109
H 0.2229 0.7048 7.5292 0.002 0.071 0.118 0.102
H 1.5955 1.3395 5.5830 0.093 0.076 0.001 0.102
H 1.0499 0.4327 3.3421 -0.047 -0.006 0.111 0.038
```
Forces are in eV/Å.

Values from the calculation:
- Kohn-Sham gap (alpha / beta): 5.360 / 5.361 eV
- Highest occupied orbital energy (alpha / beta): -10.0 / -10.0 eV
- Energy above the lowest of the compared OMol25 structures with the same formula, charge and spin: 61.5 kcal per mole
- Charge: +1
- Molar mass: 658.7 g/mol

***

2.
The following is a DFT calculation (wB97M-V/def2-TZVPD) of an isolated molecule of C25H28N2O4S.

```
60
Properties=species:S:1:pos:R:3:forces:R:3:lowdin_charge:R:1
C -4.1679 -3.5921 -0.3349 -0.112 -0.043 -0.018 -0.102
O -2.9145 -2.9572 -0.3439 0.278 0.161 0.019 -0.214
C -2.6345 -2.3006 -1.5599 0.210 0.117 -0.127 -0.196
C -1.2853 -1.5840 -1.4464 -0.415 -0.554 -0.105 -0.094
N -1.3141 -0.4930 -0.4974 -0.234 0.284 -0.203 0.012
C -0.8630 -0.5665 0.7731 0.114 -0.479 0.149 -0.461
O -0.8228 0.4114 1.5053 0.067 0.080 0.334 0.055
C -0.3887 -1.9228 1.2770 -0.081 0.115 0.230 -0.095
C 0.9581 -2.2602 0.7296 0.386 0.167 0.077 -0.525
C 1.3778 -3.4275 0.1682 -0.171 0.146 0.168 -0.146
C 2.7299 -3.3872 -0.2433 0.198 0.021 -0.032 -0.181
C 3.3141 -2.1902 0.0080 -0.109 0.278 0.144 -0.377
S 2.2318 -1.0823 0.7576 -0.197 -0.618 -0.169 1.103
C -1.9195 0.7494 -0.9826 0.119 0.199 -0.056 -0.128
C -0.8183 1.7571 -1.3845 -0.451 -0.289 0.208 -0.461
O -0.6041 2.0068 -2.5561 0.091 0.043 -0.466 0.061
N -0.1687 2.3036 -0.3525 0.217 0.254 0.336 0.102
C 0.9558 3.2014 -0.5336 0.002 -0.051 -0.147 -0.115
C 2.2624 2.4708 -0.3687 -0.034 0.172 0.116 -0.220
C 2.7891 1.7382 -1.4278 0.112 0.012 0.055 -0.030
C 3.9607 1.0298 -1.2776 0.171 -0.041 0.087 -0.023
C 4.6345 1.0309 -0.0549 -0.122 0.101 -0.080 -0.324
O 5.7743 0.2808 -0.0038 -0.193 0.017 -0.286 -0.106
C 6.4838 0.2236 1.2095 0.122 -0.015 0.211 -0.088
C 4.1134 1.7600 1.0065 0.363 -0.185 0.100 -0.045
C 2.9343 2.4678 0.8420 -0.121 0.054 -0.254 -0.044
C -2.9527 1.3130 -0.0318 -0.218 0.048 -0.013 -0.167
C -3.7223 0.4651 0.7556 -0.043 0.074 -0.059 -0.029
C -4.7012 0.9770 1.5874 -0.058 -0.065 -0.008 -0.073
C -4.9351 2.3405 1.6325 -0.057 0.072 0.057 -0.092
C -4.1874 3.1883 0.8346 -0.069 0.069 0.023 -0.076
C -3.2037 2.6785 0.0057 -0.003 -0.131 -0.088 -0.026
H -4.9790 -2.8707 -0.4923 0.009 -0.024 0.014 0.091
H -4.2759 -4.0530 0.6447 -0.090 -0.033 -0.036 0.092
H -4.2265 -4.3637 -1.1119 -0.020 0.009 0.034 0.091
H -2.5886 -3.0302 -2.3831 -0.014 0.091 0.045 0.132
H -3.4355 -1.5800 -1.7867 0.038 -0.040 -0.018 0.125
H -0.5199 -2.3030 -1.1591 -0.035 0.089 -0.135 0.111
H -1.0198 -1.1772 -2.4266 0.050 -0.070 0.074 0.143
H -0.3317 -1.8323 2.3658 -0.114 0.027 -0.133 0.132
H -1.1106 -2.6988 1.0223 0.079 0.008 0.015 0.112
H 0.7457 -4.2915 0.0571 -0.187 -0.129 -0.015 0.114
H 3.2367 -4.2152 -0.7055 0.131 -0.117 -0.090 0.099
H 4.3172 -1.8788 -0.2037 0.264 0.056 -0.078 0.058
H -2.4352 0.5022 -1.9191 0.212 0.052 0.141 0.158
H -0.3493 1.9253 0.5753 -0.080 -0.022 -0.179 0.118
H 0.8758 3.6092 -1.5449 0.013 0.058 0.187 0.125
H 0.8714 4.0098 0.1978 0.037 -0.010 -0.107 0.125
H 2.2674 1.7253 -2.3731 -0.071 -0.003 -0.129 0.118
H 4.3773 0.4597 -2.0932 0.048 -0.076 -0.101 0.122
H 6.8468 1.2115 1.5103 -0.031 -0.033 0.000 0.096
H 7.3350 -0.4298 1.0235 -0.047 0.055 0.064 0.094
H 5.8712 -0.1993 2.0127 0.019 0.028 -0.017 0.096
H 4.6074 1.7809 1.9649 0.076 -0.031 0.079 0.105
H 2.5358 3.0249 1.6774 -0.048 0.077 0.098 0.116
H -3.5486 -0.6007 0.7328 0.054 -0.141 -0.004 0.108
H -5.2842 0.3069 2.2024 -0.042 -0.051 0.055 0.103
H -5.6987 2.7392 2.2839 -0.054 0.037 0.055 0.100
H -4.3691 4.2528 0.8563 -0.015 0.087 0.000 0.102
H -2.6312 3.3462 -0.6207 0.055 0.091 -0.024 0.116
```
Forces are in eV/Å.

Values from the calculation:
- SMILES string: COCCN(C(=O)Cc1cccs1)[C@H](C(=O)NCc1ccc(OC)cc1)c1ccccc1
- Kohn-Sham gap: 9.063 eV
- Highest occupied orbital energy: -8.4 eV
- Energy above the lowest of the compared OMol25 structures with the same formula, charge and spin: 16.8 kcal per mole
- Molar mass: 452.6 g/mol

***

3.
The following is a DFT calculation (wB97M-V/def2-TZVPD) of an isolated molecule of C25H28N4O2.

```
59
Properties=species:S:1:pos:R:3:forces:R:3:lowdin_charge:R:1
C 3.2425 2.3924 -2.3688 0.013 -0.016 -0.091 0.000
C 1.9836 2.6378 -2.0587 -0.237 0.095 0.237 -0.168
C 1.5365 3.6798 -1.0728 0.174 0.199 -0.244 -0.194
O 0.4870 3.2298 -0.2366 -0.153 -0.089 0.155 -0.063
C 0.7498 2.2807 0.7113 -0.081 -0.198 0.221 -0.223
C 2.0145 1.7725 0.9883 0.042 0.275 -0.150 -0.025
C 2.1808 0.8047 1.9647 -0.058 -0.004 0.088 -0.081
C 1.0933 0.3202 2.6657 0.052 -0.052 0.092 -0.082
C -0.1631 0.8375 2.4038 0.098 0.143 -0.090 -0.044
C -0.3526 1.8211 1.4460 0.036 0.217 -0.152 -0.143
C -1.7339 2.3846 1.2252 0.136 0.051 0.019 -0.120
N -2.5824 1.4359 0.5108 -0.186 0.218 0.112 -0.194
C -3.9746 1.4331 0.9244 -0.263 -0.143 0.133 -0.178
C -4.6071 0.0930 0.5385 -0.051 0.214 0.049 -0.117
C -4.1603 -0.3655 -0.8612 -0.073 -0.153 -0.161 -0.215
C -3.1607 -1.5227 -0.8144 -0.446 0.336 -0.083 -0.451
O -3.3483 -2.5468 -1.4366 -0.031 -0.294 -0.184 0.075
N -2.0693 -1.2764 -0.0488 0.273 0.086 0.198 0.147
C -0.9398 -2.1031 0.0042 0.207 -0.325 -0.139 -0.204
C -1.0597 -3.4862 0.0994 -0.047 0.065 0.033 -0.008
C 0.0793 -4.2694 0.1516 -0.003 0.024 0.050 -0.065
C 1.3347 -3.6948 0.0991 0.099 0.157 -0.029 -0.032
C 1.4668 -2.3112 -0.0174 -0.452 -0.242 0.041 -0.157
C 2.7854 -1.7110 -0.1188 0.568 0.080 0.023 -0.227
C 4.0168 -2.1165 0.3706 -0.346 0.022 -0.043 -0.024
C 4.9155 -1.1290 -0.0461 -0.197 -0.032 -0.036 -0.163
N 4.3022 -0.1924 -0.7455 0.393 0.684 -0.255 0.036
N 3.0244 -0.5534 -0.7808 -0.136 -0.536 0.094 0.028
C 0.3213 -1.5218 -0.0565 0.016 -0.199 -0.008 0.039
C -3.5979 0.8164 -1.6636 0.035 -0.061 0.042 -0.115
C -2.4803 1.5789 -0.9371 0.097 0.100 -0.258 -0.172
H 3.5201 1.6494 -3.0954 0.021 -0.140 -0.181 0.060
H 4.0558 2.9270 -1.9074 0.161 0.095 0.183 0.069
H 1.1712 2.0955 -2.5272 -0.070 -0.106 -0.142 0.109
H 2.3812 4.0549 -0.4824 -0.063 -0.015 -0.045 0.129
H 1.0930 4.5230 -1.6161 0.124 -0.095 0.135 0.133
H 2.8800 2.1132 0.4444 0.072 0.018 -0.069 0.097
H 3.1720 0.4268 2.1640 0.110 -0.072 -0.027 0.108
H 1.2215 -0.4470 3.4131 0.017 -0.088 0.074 0.107
H -1.0208 0.4780 2.9533 -0.141 -0.043 0.084 0.120
H -2.1794 2.5742 2.2053 -0.002 -0.005 -0.096 0.126
H -1.6620 3.3417 0.6907 -0.117 -0.077 0.110 0.124
H -4.0273 1.5528 2.0086 0.019 0.068 -0.079 0.120
H -4.5331 2.2674 0.4701 0.007 0.023 0.058 0.128
H -5.6927 0.1940 0.5705 -0.018 -0.043 0.012 0.115
H -4.3250 -0.6634 1.2729 -0.055 0.033 0.047 0.117
H -5.0206 -0.7599 -1.4107 0.203 -0.035 0.096 0.143
H -1.9994 -0.3356 0.3504 -0.047 -0.060 0.038 0.105
H -2.0388 -3.9345 0.1236 -0.071 -0.020 0.002 0.112
H -0.0160 -5.3421 0.2314 -0.012 -0.088 -0.003 0.105
H 2.2191 -4.3124 0.1252 0.098 -0.068 -0.028 0.109
H 4.2315 -2.9843 0.9590 -0.032 -0.199 0.130 0.098
H 5.9709 -1.0687 0.1324 0.216 0.059 0.007 0.095
H 2.3592 0.0224 -1.2717 0.067 0.030 0.051 0.128
H 0.4026 -0.4464 -0.1201 0.001 0.189 0.010 0.102
H -3.2287 0.4585 -2.6260 -0.053 0.068 -0.035 0.124
H -4.4262 1.4987 -1.8670 0.022 -0.015 -0.032 0.116
H -1.4970 1.2084 -1.2430 0.003 0.051 -0.035 0.116
H -2.5296 2.6423 -1.2290 0.059 -0.091 0.070 0.126
```
Forces are in eV/Å.

Values from the calculation:
- SMILES string: C=CCOc1ccccc1CN1CCC(C(=O)Nc2cccc(-c3ccn[nH]3)c2)CC1
- Kohn-Sham gap: 8.884 eV
- Highest occupied orbital energy: -8.2 eV
- Energy above the lowest of the compared OMol25 structures with the same formula, charge and spin: 43.9 kcal per mole
- Molar mass: 416.5 g/mol